Entry 1:
Density functional theory data (the ωB97M-V functional and the def2-TZVPD basis) for a molecular structure, C30H50BeCl2N3O7SSi in a non-equilibrium geometry.

Summary:
* E_tot: -3487.194504 a.u.
* energy relative to the best compared isomer or geometry (same formula, charge and spin): 0.000 eV
* net charge: -1
* frontier orbital gap: 4.53 eV
* 2S+1: 1

XYZ file:
```
95
Properties=species:S:1:pos:R:3:forces:R:3
C -2.66606 2.79728 -4.31986 -0.082 -0.113 -0.119
C -2.26713 4.23676 -4.21351 -0.155 0.923 -0.014
H -3.74778 2.70286 -4.45932 0.229 -0.122 0.058
H -2.37306 2.25215 -3.41362 -0.089 0.092 -0.172
H -2.17533 2.31216 -5.17751 -0.074 0.074 0.194
C -3.01375 5.26525 -4.64008 0.471 -0.490 0.088
C -4.30791 5.12943 -5.37553 -0.539 0.232 -0.061
H -2.68034 6.29139 -4.46023 0.085 -0.398 -0.165
H -4.96182 4.35099 -4.95313 0.194 0.239 -0.154
H -4.16577 4.90352 -6.44592 0.023 0.035 0.338
H -4.83719 6.08994 -5.31770 -0.070 -0.309 -0.099
Be 0.89739 -2.17797 1.36740 -1.229 -0.233 -0.048
Cl -0.67158 -1.53916 0.28045 0.521 0.097 -0.005
C 2.58012 -0.37495 0.75189 -1.091 -0.572 0.904
O 1.85507 -0.87797 1.65740 1.497 0.858 -1.262
N 3.02660 0.87224 0.82844 0.114 -0.046 0.115
C 2.72311 1.66736 2.01533 -0.028 0.161 -0.086
C 3.85490 1.46596 -0.21502 -0.027 -0.091 0.088
H 2.85159 -0.95128 -0.14521 -0.104 0.149 0.180
H 2.12036 1.06032 2.69823 0.161 0.242 -0.193
H 2.17122 2.57055 1.72539 0.033 -0.221 0.058
H 3.65740 1.98104 2.49594 -0.124 -0.112 -0.036
H 3.99310 0.73313 -1.01669 0.000 0.192 0.143
H 4.83501 1.75040 0.19333 -0.202 -0.112 -0.089
H 3.37524 2.36566 -0.62253 0.101 -0.311 0.130
H 2.46110 -3.11144 5.53494 -0.085 0.110 -0.012
H 2.64609 -5.59080 4.81140 -0.333 0.062 -0.105
C 1.37384 -3.23746 5.46492 0.144 -0.218 -0.192
C 1.54853 -5.59893 4.69580 -0.399 0.115 -0.007
N 1.05629 -4.24390 4.45903 0.227 0.251 0.048
H 0.89670 -2.30076 5.17975 0.041 -0.080 0.091
C 0.59771 -3.85919 3.26889 -0.368 0.580 -0.635
O 0.55741 -2.65554 2.90287 0.290 -1.154 0.762
H 1.28417 -6.24003 3.84667 0.035 0.132 0.206
H 0.21769 -4.65656 2.61422 0.353 0.142 0.154
H 1.00771 -3.58108 6.43470 -0.068 0.060 -0.061
H 1.10691 -5.99970 5.61930 0.064 0.044 -0.262
H -4.40205 -1.93134 0.22459 0.103 -0.080 0.279
H -3.17664 0.37733 0.52799 0.052 0.014 -0.011
C -4.51853 -1.95261 1.32264 0.449 0.096 0.168
C -3.49834 0.28266 1.57023 -0.501 -0.265 -0.086
N -3.52222 -1.10923 1.97025 -0.721 2.001 -0.933
H -4.43179 -2.98522 1.68709 0.038 0.379 -0.137
C -2.61554 -1.52677 2.85738 -0.478 -4.531 -0.070
O -1.88183 -0.88350 3.56431 1.054 2.497 0.790
H -2.81118 0.81158 2.22723 0.023 0.028 -0.024
H -2.57199 -2.77959 2.90039 -0.248 4.694 -0.200
H -5.52698 -1.56135 1.54487 0.182 -0.132 0.019
H -4.50685 0.69396 1.65846 -0.073 0.309 0.004
O -1.19244 4.35450 -2.10378 -0.191 0.267 -0.278
C -0.94633 4.48175 -3.50146 0.055 -0.026 0.641
C -0.59994 6.98171 -3.12479 0.234 0.032 -0.195
C -0.29084 5.81648 -3.83201 0.023 -0.300 -0.091
H -1.29740 6.93209 -2.28159 0.320 -0.007 -0.321
C -0.02410 8.19553 -3.51846 0.014 -0.189 -0.112
H -0.27258 3.67708 -3.83079 0.121 0.092 0.060
C 0.60674 5.85257 -4.90849 -0.390 0.222 0.305
H -0.25631 9.10454 -2.95918 0.074 -0.233 -0.227
C 0.83185 8.24396 -4.62522 -0.095 -0.217 0.089
C 1.15000 7.06637 -5.31646 -0.012 0.163 0.086
H 0.82828 4.91331 -5.42387 0.030 0.383 0.072
H 1.24824 9.19814 -4.95236 -0.075 -0.279 0.123
H 1.82189 7.09718 -6.17585 -0.156 0.041 0.251
Si -0.34555 3.90874 -0.74466 -0.358 -0.428 -0.332
Cl -2.57784 -4.25566 3.05138 0.276 -5.128 0.555
C -1.02958 4.97575 0.62887 0.007 0.103 0.068
C 1.47612 4.23763 -1.02088 0.262 0.216 -0.032
C -0.68277 2.09361 -0.45497 0.158 0.185 0.039
H -1.04897 6.03428 0.33573 0.053 -0.195 0.058
H -0.41922 4.88314 1.53794 -0.165 0.007 -0.133
H -2.05775 4.67653 0.87326 0.237 0.031 -0.040
H -1.76627 1.90834 -0.40509 0.327 0.033 0.051
H -0.23703 1.72058 0.47824 -0.176 -0.031 -0.167
H -0.28201 1.47606 -1.27130 -0.085 0.083 0.170
H 1.64063 5.26490 -1.37909 -0.038 -0.217 0.094
H 1.89318 3.55340 -1.77278 -0.100 0.125 0.126
H 2.04517 4.11449 -0.08836 -0.098 0.030 -0.195
C 1.84547 -9.66838 2.59777 0.081 -0.302 0.159
C 1.78346 -8.35401 1.87649 -0.142 0.404 -0.187
C 0.54167 -7.85757 1.45637 0.309 -0.104 -0.005
C 0.45678 -6.67223 0.74089 0.186 0.148 0.068
C 1.62142 -5.95097 0.47082 0.459 -0.001 0.087
C 2.87521 -6.42950 0.86012 -0.601 -0.085 0.176
C 2.94178 -7.62283 1.57450 0.003 -0.208 0.091
S 1.49749 -4.38517 -0.38957 -0.363 -0.924 0.607
O 2.57291 -4.36675 -1.35216 -0.051 0.358 0.071
O 0.13553 -4.40521 -0.83962 0.307 0.610 -0.371
O 1.77100 -3.38291 0.72721 0.102 -0.244 -0.845
H 1.25278 -9.67500 3.52085 0.065 0.123 -0.156
H 1.44479 -10.46872 1.96386 0.105 0.089 0.096
H 2.87435 -9.92662 2.86270 -0.093 -0.004 -0.039
H -0.37242 -8.40741 1.68218 0.216 0.074 -0.033
H -0.50490 -6.30191 0.39682 0.198 0.081 0.118
H 3.76986 -5.86946 0.60336 -0.131 -0.060 0.064
H 3.91408 -7.99998 1.90757 -0.303 0.063 -0.142
```
Positions in Å, forces in eV/Å.



Entry 2:
Density functional theory data (the ωB97M-V functional and the def2-TZVPD basis) for a molecular structure, C30H50BrCuN3P2S in a non-equilibrium geometry.

Summary:
* E_tot: -6631.976248 a.u.
* net charge: +2
* frontier orbital gap (spin up / spin down): 5.84 / 5.01 eV
* 2S+1: 2

XYZ file:
```
88
Properties=species:S:1:pos:R:3:forces:R:3
C -0.22038 -6.48765 -4.98337 0.277 1.300 1.166
C 0.58237 -5.30854 -5.12748 -0.195 0.051 -0.798
C 1.30412 -5.19546 -6.34841 0.046 0.856 1.359
C 1.31175 -6.24725 -7.24911 -0.247 0.737 0.886
N 0.60651 -7.32871 -7.01228 0.186 -1.538 -1.365
C -0.14760 -7.48320 -5.94833 -0.052 0.794 0.665
C 0.65842 -4.21207 -4.11579 -0.306 1.130 2.227
C 0.69076 -3.38858 -3.16317 0.086 -2.938 -2.128
C 0.62759 -2.66992 -1.86744 -0.860 -2.404 0.350
C -0.66011 -2.50042 -1.28659 0.733 0.191 -0.644
C -0.82459 -1.63436 -0.23990 0.086 0.496 1.340
C 0.34456 -1.12907 0.37289 0.579 -0.520 0.095
C 1.62496 -1.58718 0.03836 -1.620 0.539 0.922
C 1.80014 -2.28953 -1.13302 -0.021 -1.215 -0.121
Cu 1.32585 -1.27654 -2.88142 0.947 2.184 -1.600
P -1.24959 1.80162 -0.29816 -0.117 -0.505 0.075
H 1.86665 -4.27970 -6.54240 -0.058 -0.356 0.014
H -0.87407 -6.61246 -4.11057 0.412 0.050 -0.342
H 1.92325 -6.16653 -8.13775 -0.150 -0.268 -0.171
H -0.71132 -8.41175 -5.81188 0.223 0.321 -0.254
H 2.76504 -2.73829 -1.37360 -0.216 0.206 -0.097
H -1.45538 -3.09563 -1.70128 -0.382 0.306 -0.164
H 2.34289 -1.45631 0.82678 0.759 0.137 -0.444
H -1.82685 -1.46010 0.17684 0.624 0.068 -0.285
C -1.51228 3.34841 0.67075 0.665 -0.621 0.043
C -1.84579 4.60174 -0.09511 -0.111 0.785 0.368
H -0.57729 3.46329 1.24208 -0.312 0.301 -0.018
H -2.29683 3.09243 1.38907 0.092 0.158 0.051
H -2.02470 5.37568 0.65939 -0.022 0.172 -0.338
H -1.02116 4.94674 -0.72872 -0.136 -0.104 0.107
H -2.74965 4.52158 -0.70500 0.154 -0.083 0.072
C -1.16092 2.26108 -2.07515 -0.856 -0.139 0.360
C -2.07364 1.45517 -3.00100 -0.015 0.021 -0.606
H -0.14964 1.98882 -2.30900 0.449 0.258 -0.387
H -1.29498 3.33537 -2.17798 0.073 0.003 -0.336
H -1.63950 1.54082 -4.00620 -0.301 -0.194 0.068
H -2.09480 0.38249 -2.72980 -0.009 0.434 -0.173
H -3.11252 1.82446 -3.07493 0.586 -0.241 0.184
C -2.92957 1.06853 -0.12094 0.888 0.003 -0.143
C -4.04882 2.01823 -0.41740 -0.945 -0.327 -0.023
H -3.00591 0.67802 0.90079 -0.018 0.040 -0.080
H -2.93227 0.20351 -0.78714 -0.285 -0.002 0.018
H -4.94466 1.40732 -0.45409 -0.522 0.240 -0.047
H -4.18334 2.76147 0.35952 -0.011 0.123 0.123
H -3.96475 2.53215 -1.36916 0.114 0.011 -0.026
Br 0.44871 0.08894 1.85659 0.994 0.171 -0.520
P 3.62730 1.82878 -1.10656 1.743 1.376 0.992
C 2.17169 2.93180 -1.28018 -1.229 -0.991 -0.149
C 2.43005 4.40688 -1.65872 -0.108 -0.561 0.105
H 1.47547 2.81251 -0.41336 0.457 0.162 -0.555
H 1.66054 2.42758 -2.13178 0.106 0.503 0.363
H 1.54720 4.79115 -2.17234 -0.003 0.025 0.013
H 2.59436 5.05052 -0.78806 0.253 -0.237 -0.185
H 3.26574 4.44908 -2.35973 0.019 0.236 0.208
C 3.87355 1.24175 0.65960 -0.001 -0.138 -0.616
C 5.28950 1.65675 1.14973 -0.412 -0.244 0.378
H 3.74255 0.13434 0.71465 0.025 0.859 0.127
H 3.09395 1.73923 1.24449 0.094 -0.186 0.172
H 5.28176 1.66987 2.24772 0.111 0.055 -0.189
H 6.06266 0.92248 0.85964 -0.351 0.505 -0.154
H 5.54204 2.66850 0.79321 0.033 -0.517 0.099
C 3.66155 0.34039 -2.12617 -1.360 -0.338 0.036
C 4.56403 0.49257 -3.31113 -0.243 -0.670 -0.312
H 2.67805 0.02183 -2.63157 -0.141 0.183 0.514
H 3.95120 -0.45226 -1.42921 0.106 -0.086 -0.322
H 4.66355 -0.50278 -3.71000 0.469 -0.420 -0.546
H 4.04856 1.07767 -4.06545 0.363 0.428 -0.115
H 5.52680 0.88166 -3.03079 0.289 0.291 -0.127
C -0.27057 0.73205 7.45804 -0.003 -0.045 0.314
C -0.93653 1.17672 6.15436 0.417 -0.234 0.444
N -0.67609 0.21616 5.06020 -1.689 -0.226 -0.416
C -1.68453 -0.33285 4.36726 0.050 0.900 0.670
S -1.64267 -1.00116 2.82799 -0.613 -1.242 -0.125
N -2.97315 -0.35182 4.83518 0.552 -0.156 -0.247
C -3.31162 -1.15407 6.07176 1.252 0.539 -1.463
C -4.74446 -0.91419 6.37791 -0.117 0.024 0.643
H -0.53005 -0.30979 7.75236 0.201 0.690 -0.299
H -0.62805 1.40161 8.24733 0.111 -0.155 -0.020
H 0.82770 0.84812 7.42239 -0.493 -0.214 -0.068
H -2.02758 1.23850 6.26721 0.475 0.203 -0.116
H -0.51657 2.15414 5.85236 -0.401 -0.402 0.038
H 0.25658 0.17233 4.69258 0.176 -0.211 -0.151
H -3.59374 -0.49307 4.03030 -0.062 -0.091 0.736
H -3.12584 -2.20562 5.80115 -0.058 0.211 0.360
H -2.54102 -0.82840 6.77953 -0.663 -0.248 0.379
H -5.36284 -1.36944 5.61912 -0.275 0.089 -0.342
H -4.95899 -1.43872 7.28366 -0.369 -0.335 0.716
H -5.00274 0.13060 6.53581 0.084 0.036 -0.172
```
Positions in Å, forces in eV/Å.



Entry 3:
Density functional theory data (the ωB97M-V functional and the def2-TZVPD basis) for 3 unconnected molecules or ions with the total composition C30H50BrFI2N4O5PS in a non-equilibrium geometry.

Summary:
* E_tot: -5776.615363 a.u.
* net charge: +1
* frontier orbital gap: 7.42 eV
* 2S+1: 1

XYZ file:
```
95
Properties=species:S:1:pos:R:3:forces:R:3
C 0.33154 -4.04379 -1.90227 -0.334 0.946 -0.647
C -1.17525 -3.48112 -1.89554 2.024 -1.934 -2.131
O -1.66444 -3.46975 -0.57810 -1.123 1.025 -0.002
C -1.83100 -2.32836 0.19292 2.834 -1.280 1.714
C -0.58955 -1.34659 0.15159 1.566 -0.276 -1.308
P 0.38608 -1.34120 1.81629 0.242 1.648 1.294
O 1.74958 -0.38416 1.56958 -1.230 -2.071 -0.601
Br 1.13018 -3.45554 2.03789 -0.117 0.418 -0.661
O -0.85988 0.02323 -0.13858 -1.830 -0.591 0.301
C -1.81400 0.20612 -1.20904 1.944 1.255 0.669
F -2.07876 1.58510 -1.11101 -0.119 -1.797 -0.093
C -0.93026 0.05973 -2.49751 1.005 0.494 -1.580
O -0.16026 1.28950 -2.62253 0.534 -1.509 0.125
C 1.17948 1.08536 -2.27613 2.945 0.707 1.808
C 1.63139 1.73615 -1.03349 0.647 -0.476 -0.745
C 2.98687 1.65048 -0.52387 -1.074 -1.067 -2.150
C 3.95825 0.86345 -1.28020 -2.057 0.388 -0.551
C 3.53657 0.23696 -2.53465 -0.855 0.812 1.381
C 2.15806 0.33553 -3.04562 0.427 0.662 1.636
C -3.18497 -0.58904 -1.04827 -2.069 0.761 -2.092
S -4.49378 0.79227 -0.83086 0.095 0.649 0.873
C -3.67127 -1.06824 -2.47373 -0.585 0.299 -1.263
C -5.23629 -1.18611 -2.77911 0.283 -1.475 -1.559
C -5.77530 -0.09545 -3.79415 -0.709 0.193 1.002
O -7.13206 0.27252 -3.42254 0.859 0.803 -0.382
C -7.31549 1.63478 -3.85030 -0.080 0.715 -0.367
N -3.17121 -1.59918 0.11566 -0.012 0.634 0.134
C -3.37642 -0.70967 1.36076 1.160 2.192 3.203
N -2.68845 -1.09398 2.59747 -0.101 -0.067 0.396
C -2.20514 0.11170 3.35394 -0.352 0.348 -0.365
C -4.35782 -2.52484 0.17777 -1.781 -1.736 1.240
I -4.68089 -4.12769 -1.20758 0.696 1.989 -3.080
C -4.49976 -3.30396 1.61862 -0.514 -0.045 0.293
C -5.70563 -2.73803 2.49294 0.690 -0.576 -0.060
I -5.06112 -5.44023 1.41766 0.192 -0.426 2.703
H 0.63127 -4.42940 -0.89616 -0.300 0.252 -0.975
H 0.45050 -4.81595 -2.71166 -0.138 0.601 1.013
H 0.99511 -3.18423 -2.21029 -0.320 -0.926 0.558
H -1.74950 -4.24424 -2.49851 0.065 0.941 0.943
H -1.15615 -2.56112 -2.52019 -0.486 -0.228 1.066
H -1.71375 -2.80762 1.21229 -1.067 0.969 -0.808
H 0.21937 -1.67994 -0.57151 -1.294 -0.157 0.277
H 2.43395 -0.85773 1.05554 -0.095 0.549 -0.025
H -1.42744 -0.05086 -3.48667 -0.193 0.028 1.001
H -0.14366 -0.74687 -2.45695 -1.272 0.403 0.445
H 0.88909 2.34324 -0.45463 0.668 -0.722 -0.715
H 3.20430 2.17891 0.43160 0.102 -0.634 -0.971
H 4.98665 0.77520 -0.86504 -0.939 -0.020 -0.658
H 4.32412 -0.34609 -3.06825 -1.019 0.539 0.253
H 1.86174 -0.16960 -3.99228 0.352 0.491 0.790
H -5.65568 0.19338 -0.42201 0.834 -0.327 -0.390
H -3.14478 -1.94093 -2.92783 -0.256 0.542 0.763
H -3.45299 -0.19920 -3.16452 0.353 -0.839 1.050
H -5.31962 -2.14224 -3.37837 0.049 0.851 0.858
H -5.89769 -1.36369 -1.90647 0.377 0.508 -0.672
H -5.18091 0.86048 -3.75881 -0.109 -1.108 -0.127
H -5.84389 -0.50997 -4.83450 0.472 0.401 0.810
H -6.78686 2.35298 -3.16195 -0.380 -0.689 -0.494
H -6.88687 1.78913 -4.88016 -0.445 -0.174 0.836
H -8.38991 1.93495 -3.89420 0.774 -0.659 0.214
H -2.92377 0.31202 1.23730 -0.632 -1.188 -0.998
H -4.44624 -0.54561 1.61822 0.557 -0.467 -1.113
H -3.31756 -1.53937 3.27429 0.225 -0.175 -0.754
H -1.94691 -0.24314 4.38282 -0.157 0.554 -0.916
H -1.31778 0.58538 2.86098 -0.698 -0.612 0.465
H -3.02477 0.89234 3.36948 0.824 -0.691 0.370
H -5.28857 -1.89758 0.13608 1.231 -0.417 -0.305
H -3.53588 -3.39626 2.16740 -0.796 0.298 -0.468
H -6.53505 -2.49018 1.78373 0.526 -0.062 0.839
H -5.42037 -1.88113 3.15440 -0.290 -0.407 -0.774
H -6.03601 -3.56270 3.17976 0.177 0.989 -0.688
C 4.06813 -0.72223 3.91950 -0.021 -0.061 0.091
C 5.25375 0.05120 4.48511 -0.129 -0.297 0.019
C 5.38256 1.45990 3.89762 0.178 -0.294 -0.439
C 5.57945 1.38464 2.42643 -0.045 0.291 0.558
N 5.73572 1.32638 1.28993 -0.034 -0.165 0.250
H 4.16850 -0.88023 2.84354 0.024 0.077 0.036
H 3.99923 -1.70645 4.38693 -0.020 0.051 -0.006
H 3.12981 -0.19241 4.10317 0.027 -0.036 -0.058
H 6.16975 -0.51376 4.29390 0.016 0.132 0.044
H 5.14423 0.12778 5.56934 0.078 0.104 -0.054
H 6.23534 1.97600 4.34242 -0.032 0.064 -0.143
H 4.48530 2.04675 4.10612 0.037 0.007 -0.102
C 6.61864 4.31613 0.84784 -0.020 0.097 -0.075
C 7.09540 5.60215 0.18151 -0.288 -0.115 0.141
C 8.59743 5.59566 -0.11397 0.035 0.064 0.573
C 9.36400 5.45154 1.15126 -0.048 0.066 -0.649
N 9.95223 5.34040 2.13110 -0.106 -0.008 -0.017
H 7.09204 4.16843 1.82125 0.064 -0.004 -0.069
H 5.54002 4.35223 1.01388 0.034 -0.049 -0.058
H 6.83663 3.44671 0.22462 -0.038 0.021 0.081
H 6.84928 6.44982 0.82691 0.098 0.035 -0.105
H 6.54888 5.74245 -0.75446 0.117 0.053 -0.006
H 8.88955 6.52759 -0.60117 0.114 -0.066 0.064
H 8.85373 4.77013 -0.78135 0.055 0.012 0.085
```
Positions in Å, forces in eV/Å.